# 1
Entry from OMol25: an isolated molecule of C2H5NO (ωB97M-V with the def2-TZVPD basis set).

The energy above the lowest of the compared OMol25 structures with the same formula, charge and spin is 0.001 eV. Its largest force on an atom is 0.37 eV/Å. As for the SMILES: CC(N)=O. The total charge is 0. As for the HOMO-LUMO gap: 0.395 Ha. The value obtained for the HOMO energy is -9.85 eV.

Positions of all 9 atoms, in Å:
C (1.073, -0.183, 0.209)
C (-0.432, -0.190, 0.404)
N (-1.152, 0.359, -0.619)
O (-0.964, -0.637, 1.403)
H (1.498, 0.711, 0.677)
H (1.367, -0.194, -0.845)
H (1.489, -1.055, 0.717)
H (-2.153, 0.418, -0.517)
H (-0.724, 0.771, -1.431)

# 2
Entry from OMol25: the ion C3H5N2 with charge +1 at a distorted geometry (ωB97M-V with the def2-TZVPD basis set).

The energy above the lowest of the compared OMol25 structures with the same formula, charge and spin is 7.217 eV. Its largest force on an atom is 6.74 eV/Å. As for the SMILES: C1[C@@]23N[C@@]12[NH2+]3. The total charge is +1. As for the HOMO-LUMO gap: 0.422 Ha. The value obtained for the HOMO energy is -16.83 eV.

Positions of all 10 atoms, in Å:
C (-0.255, 0.976, -0.517)
C (-0.680, -0.389, -0.201)
N (-0.298, -0.410, 1.240)
C (0.685, 0.272, 0.348)
N (0.696, -0.938, -0.323)
H (-0.854, 1.857, -0.141)
H (-0.096, 1.225, -1.582)
H (-0.939, 0.061, 1.843)
H (1.175, -1.108, -1.342)
H (0.565, -1.546, 0.675)

# 3
Entry from OMol25: a structure of composition C37H60BCl43N4OS at a distorted geometry (ωB97M-V with the def2-TZVPD basis set).

Its largest force on an atom is 6.41 eV/Å. The total charge is 0. As for the HOMO-LUMO gap: 0.262 Ha. The value obtained for the HOMO energy is -8.03 eV.

Positions of all 147 atoms, in Å:
C (5.462, 0.015, -1.845)
C (6.090, 1.488, -1.914)
Cl (6.777, 1.830, -3.611)
C (5.141, 2.658, -1.360)
C (3.648, 2.641, -1.917)
C (2.401, 2.275, -1.028)
B (2.564, 1.858, 0.554)
O (3.357, 2.747, 1.407)
N (1.884, 0.644, 1.065)
C (2.369, 0.216, 2.413)
C (1.859, -0.476, 0.078)
C (0.928, 2.316, -1.646)
C (-0.408, 2.001, -0.787)
C (-0.813, 2.893, 0.453)
C (-2.141, 2.528, 1.171)
N (-3.054, 1.479, 0.847)
C (-2.668, 0.672, -0.270)
C (-1.374, 0.814, -1.185)
C (0.633, 2.667, -3.150)
C (1.845, 3.038, -4.065)
N (1.753, 3.425, -5.447)
S (3.351, 3.763, -5.958)
N (4.178, 3.455, -4.473)
C (3.291, 3.034, -3.419)
H (5.311, -0.290, -0.737)
H (4.534, -0.146, -2.490)
H (6.283, -0.706, -2.235)
H (7.023, 1.475, -1.226)
H (5.212, 2.619, -0.206)
H (5.617, 3.674, -1.655)
H (2.752, 2.997, 2.155)
H (2.479, 1.083, 3.165)
H (1.582, -0.491, 2.891)
H (3.325, -0.399, 2.279)
H (2.815, -0.568, -0.560)
H (1.645, -1.463, 0.646)
H (0.990, -0.382, -0.682)
H (-0.191, 3.795, 0.809)
H (-2.447, 3.213, 2.066)
H (-3.401, -0.163, -0.551)
H (-1.155, 0.112, -2.107)
H (-0.453, 2.660, -3.542)
C (-2.291, 5.551, 4.614)
Cl (-0.559, 5.808, 4.817)
Cl (-2.613, 4.542, 3.193)
H (-2.683, 5.053, 5.500)
H (-2.783, 6.514, 4.485)
C (0.737, 2.942, 6.838)
Cl (1.134, 3.386, 5.174)
Cl (1.153, 4.240, 7.963)
H (-0.333, 2.743, 6.906)
H (1.296, 2.047, 7.108)
C (-6.017, 0.262, 2.832)
Cl (-5.900, -0.926, 4.140)
Cl (-6.938, 1.682, 3.342)
H (-5.012, 0.575, 2.546)
H (-6.516, -0.197, 1.980)
C (-3.826, -1.816, -3.070)
Cl (-2.745, -0.613, -2.348)
Cl (-4.085, -1.508, -4.792)
H (-3.386, -2.804, -2.952)
H (-4.788, -1.778, -2.557)
C (-4.016, -0.443, 7.103)
Cl (-3.790, -1.426, 8.555)
Cl (-2.469, 0.122, 6.465)
H (-4.512, -1.045, 6.341)
H (-4.634, 0.419, 7.351)
C (1.530, -1.224, 6.399)
Cl (2.740, -0.093, 5.783)
Cl (0.430, -1.732, 5.113)
H (2.034, -2.102, 6.800)
H (0.957, -0.736, 7.187)
C (4.030, 2.230, -9.755)
Cl (4.848, 0.726, -9.315)
Cl (2.792, 2.649, -8.566)
H (4.765, 3.032, -9.801)
H (3.558, 2.106, -10.729)
C (5.188, -4.209, -0.898)
Cl (4.753, -3.706, -2.537)
Cl (4.586, -3.063, 0.304)
H (4.753, -5.188, -0.702)
H (6.273, -4.265, -0.822)
C (-4.324, -3.735, 11.337)
Cl (-3.738, -5.394, 11.162)
Cl (-3.665, -2.974, 12.790)
H (-4.017, -3.158, 10.465)
H (-5.411, -3.749, 11.406)
C (-6.190, -3.453, 1.080)
Cl (-4.973, -2.317, 0.483)
Cl (-7.271, -3.973, -0.218)
H (-5.686, -4.326, 1.493)
H (-6.778, -2.966, 1.857)
C (0.982, 9.573, 5.794)
Cl (-0.535, 10.466, 5.631)
Cl (0.756, 8.097, 6.739)
H (1.344, 9.306, 4.802)
H (1.713, 10.207, 6.295)
C (1.785, -1.789, -3.502)
Cl (1.075, -0.173, -3.379)
Cl (0.999, -2.921, -2.393)
H (1.663, -2.152, -4.522)
H (2.845, -1.730, -3.255)
C (3.391, -2.223, -11.109)
Cl (1.871, -1.331, -11.243)
Cl (3.185, -3.697, -10.155)
H (3.733, -2.493, -12.108)
H (4.132, -1.589, -10.625)
C (0.890, 10.040, 9.695)
Cl (1.011, 8.862, 11.007)
Cl (-0.016, 11.470, 10.203)
H (1.894, 10.344, 9.398)
H (0.379, 9.578, 8.850)
C (0.056, -3.959, -8.457)
Cl (0.205, -5.133, -7.144)
Cl (-0.838, -2.526, -7.935)
H (1.053, -3.659, -8.777)
H (-0.472, -4.422, -9.286)
C (6.052, -3.957, -8.011)
Cl (5.531, -2.296, -8.316)
Cl (5.954, -4.351, -6.291)
H (5.409, -4.637, -8.568)
H (7.083, -4.070, -8.342)
C (5.192, 4.716, 7.451)
Cl (4.476, 3.219, 6.842)
Cl (3.947, 5.912, 7.829)
H (5.759, 4.496, 8.354)
H (5.856, 5.126, 6.690)
C (-3.776, -5.894, -2.458)
Cl (-3.931, -4.764, -1.105)
Cl (-4.133, -5.100, -3.997)
H (-2.755, -6.273, -2.483)
H (-4.472, -6.720, -2.315)
C (-10.500, 0.684, 4.626)
Cl (-10.380, -0.502, 5.932)
Cl (-11.421, 2.104, 5.136)
H (-9.497, 0.997, 4.340)
H (-11.000, 0.224, 3.775)
C (-6.042, -9.056, -3.313)
Cl (-4.988, -9.022, -1.894)
Cl (-6.784, -10.646, -3.520)
H (-6.828, -8.312, -3.188)
H (-5.452, -8.823, -4.199)
C (-0.154, -7.679, -10.758)
Cl (-0.680, -6.032, -11.122)
Cl (-0.245, -8.023, -9.025)
H (-0.798, -8.378, -11.290)
H (0.876, -7.802, -11.090)

# 4
Entry from OMol25: an isolated molecule of C6H13NO4 at a distorted geometry (ωB97M-V with the def2-TZVPD basis set).

The energy above the lowest of the compared OMol25 structures with the same formula, charge and spin is 4.227 eV. Its largest force on an atom is 5.69 eV/Å. As for the SMILES: CO[C@@H]1[C@H](N)[C@@H](O)[C@@H](O)[C@@H]1O. The total charge is 0. As for the HOMO-LUMO gap: 0.370 Ha. The value obtained for the HOMO energy is -9.38 eV.

Positions of all 24 atoms, in Å:
C (0.422, 1.076, 1.752)
O (-0.421, -0.004, 2.067)
C (-0.676, -0.772, 0.779)
C (0.519, -0.998, -0.186)
N (1.712, -1.239, 0.670)
C (0.696, 0.245, -1.099)
O (1.268, -0.242, -2.393)
C (-0.826, 0.538, -1.346)
O (-1.235, -0.094, -2.447)
C (-1.587, 0.095, -0.083)
O (-2.137, 1.149, 0.602)
H (-0.046, 1.667, 0.963)
H (0.499, 1.695, 2.701)
H (1.362, 0.651, 1.525)
H (-1.128, -1.676, 1.052)
H (0.445, -1.917, -0.951)
H (1.632, -2.092, 1.335)
H (1.786, -0.320, 1.233)
H (1.395, 1.108, -0.786)
H (2.054, -0.812, -2.091)
H (-1.136, 1.660, -1.495)
H (-0.496, -0.425, -3.040)
H (-2.441, -0.379, -0.430)
H (-1.659, 1.085, 1.665)

# 5
Entry from OMol25: a cluster of 2 separate species, C30H34FN3O5 in total at a distorted geometry (ωB97M-V with the def2-TZVPD basis set).

Its largest force on an atom is 2.67 eV/Å. The total charge is 0. As for the HOMO-LUMO gap: 0.113 Ha. The value obtained for the HOMO energy is -5.70 eV.

Positions of all 73 atoms, in Å:
C (-0.117, -4.916, 2.900)
C (-0.384, -3.513, 2.426)
O (-0.573, -2.616, 3.542)
C (-1.121, -1.448, 3.130)
C (-1.356, -0.556, 4.229)
F (-0.987, -0.912, 5.459)
C (-1.980, 0.710, 4.020)
O (-2.102, 1.270, 2.931)
O (-2.411, 1.269, 5.179)
C (-3.128, 2.492, 4.895)
C (-3.828, 2.996, 6.128)
O (-1.415, -1.196, 1.965)
H (-0.105, -5.546, 2.009)
H (0.856, -5.011, 3.389)
H (-0.912, -5.276, 3.560)
H (0.457, -3.149, 1.814)
H (-1.290, -3.515, 1.804)
H (-2.423, 3.255, 4.522)
H (-3.875, 2.308, 4.109)
H (-4.475, 3.812, 5.800)
H (-4.454, 2.227, 6.588)
H (-3.127, 3.406, 6.859)
C (2.901, -0.418, -5.134)
N (1.845, -0.325, -4.151)
C (0.637, -0.921, -4.370)
O (0.347, -1.577, -5.367)
C (-0.249, -0.621, -3.162)
C (-0.723, -1.873, -2.427)
C (-1.489, -2.815, -3.327)
C (-0.926, -4.039, -3.693)
C (-1.588, -4.874, -4.592)
C (-2.826, -4.481, -5.118)
C (-3.404, -3.266, -4.731)
C (-2.732, -2.432, -3.832)
N (0.621, 0.216, -2.333)
C (0.207, 0.643, -1.125)
C (0.909, 1.498, -0.287)
C (0.461, 1.894, 0.968)
C (1.150, 2.832, 1.806)
C (0.585, 3.275, 3.032)
C (1.227, 4.211, 3.826)
C (2.472, 4.735, 3.440)
C (3.145, 5.715, 4.245)
N (3.706, 6.514, 4.893)
C (3.061, 4.291, 2.251)
C (2.419, 3.364, 1.446)
C (1.944, 0.468, -2.929)
C (3.081, -0.075, -2.054)
C (2.144, 1.942, -3.299)
H (2.554, -1.073, -5.937)
H (3.143, 0.568, -5.551)
H (3.810, -0.840, -4.690)
H (-1.128, -0.040, -3.505)
H (0.165, -2.379, -2.016)
H (-1.348, -1.559, -1.578)
H (0.051, -4.305, -3.285)
H (-1.128, -5.819, -4.883)
H (-3.337, -5.124, -5.833)
H (-4.373, -2.957, -5.126)
H (-3.151, -1.472, -3.525)
H (-0.777, 0.279, -0.816)
H (1.866, 1.880, -0.646)
H (-0.482, 1.479, 1.335)
H (-0.382, 2.865, 3.327)
H (0.773, 4.552, 4.756)
H (4.033, 4.683, 1.952)
H (2.905, 3.044, 0.526)
H (2.894, -1.138, -1.845)
H (4.035, 0.025, -2.587)
H (3.142, 0.463, -1.105)
H (1.317, 2.259, -3.948)
H (2.157, 2.579, -2.412)
H (3.091, 2.059, -3.840)

# 6
Entry from OMol25: a structure of composition C12H20Cl8FGaN (ωB97M-V with the def2-TZVPD basis set).

Its largest force on an atom is 0.67 eV/Å. The total charge is -1. As for the HOMO-LUMO gap: 0.264 Ha. The value obtained for the HOMO energy is -5.12 eV.

Positions of all 43 atoms, in Å:
C (6.259, -0.612, 0.217)
C (5.763, 0.827, 0.073)
C (4.939, 1.158, -1.173)
F (5.842, 1.691, -2.145)
Ga (3.856, -0.357, -2.056)
C (2.024, -0.434, -1.149)
C (1.310, 0.698, -0.736)
C (0.067, 0.585, -0.136)
N (-0.589, -0.561, 0.080)
C (0.089, -1.640, -0.327)
C (1.347, -1.635, -0.903)
H (5.472, -1.286, 0.553)
H (7.032, -0.643, 0.991)
H (6.648, -1.004, -0.719)
H (5.171, 1.088, 0.953)
H (6.652, 1.467, 0.056)
H (4.260, 1.968, -0.887)
H (4.565, -1.790, -1.965)
H (3.604, -0.026, -3.609)
H (1.728, 1.687, -0.881)
H (-0.432, 1.494, 0.196)
H (-0.410, -2.597, -0.181)
H (1.807, -2.580, -1.168)
C (-3.102, -2.003, -1.269)
Cl (-4.418, -1.125, -2.070)
Cl (-3.689, -3.480, -0.484)
H (-2.365, -2.278, -2.014)
H (-2.658, -1.355, -0.518)
C (-4.827, 2.073, -0.659)
Cl (-4.533, 3.809, -0.877)
Cl (-4.030, 1.417, 0.772)
H (-5.895, 1.926, -0.554)
H (-4.455, 1.548, -1.528)
C (-5.624, -4.257, 2.889)
Cl (-5.195, -2.931, 3.973)
Cl (-5.713, -5.806, 3.744)
H (-6.594, -4.048, 2.454)
H (-4.871, -4.331, 2.115)
C (-1.943, 4.723, 1.776)
Cl (-0.755, 5.262, 2.974)
Cl (-1.308, 3.454, 0.728)
H (-2.808, 4.332, 2.298)
H (-2.223, 5.573, 1.164)

# 7
Entry from OMol25: an isolated molecule of C5H5ClF2 at a distorted geometry (ωB97M-V with the def2-TZVPD basis set).

The energy above the lowest of the compared OMol25 structures with the same formula, charge and spin is 0.148 eV. Its largest force on an atom is 1.73 eV/Å. As for the SMILES: FC1=C[C@@H](Cl)C[C@@H]1F. The total charge is 0. As for the HOMO-LUMO gap: 0.403 Ha. The value obtained for the HOMO energy is -10.11 eV.

Positions of all 13 atoms, in Å:
F (-2.260, 0.270, -1.392)
C (-1.103, 0.055, -0.734)
C (-0.367, -1.034, -0.785)
C (0.867, -0.918, 0.107)
Cl (2.251, -0.694, -0.969)
C (0.615, 0.352, 0.913)
C (-0.464, 1.145, 0.099)
F (-1.432, 1.664, 0.953)
H (-0.624, -1.934, -1.312)
H (1.038, -1.814, 0.681)
H (0.065, 0.041, 1.816)
H (1.490, 0.916, 1.181)
H (-0.077, 1.951, -0.559)

# 8
Entry from OMol25: a cluster of 2 separate species, C6H11BrN2O in total at a distorted geometry (ωB97M-V with the def2-TZVPD basis set).

Its largest force on an atom is 4.97 eV/Å. The total charge is 0. As for the HOMO-LUMO gap: 0.283 Ha. The value obtained for the HOMO energy is -7.28 eV.

Positions of all 21 atoms, in Å:
C (0.929, -1.314, -0.269)
C (-0.879, 0.273, 0.232)
C (-0.232, -1.769, 1.873)
C (-0.474, 0.044, -1.897)
C (-0.252, -1.225, 0.429)
C (0.397, 3.158, 0.305)
N (0.814, -0.842, -1.464)
N (-0.444, 0.970, -0.829)
O (0.536, 2.706, 1.401)
Br (1.955, 3.351, -0.893)
H (1.934, -1.569, 0.179)
H (-1.965, 0.132, 0.491)
H (0.225, -1.107, 2.639)
H (-1.219, -2.127, 2.275)
H (0.220, -2.704, 1.664)
H (-1.401, -0.526, -2.009)
H (-0.073, 0.560, -2.749)
H (-1.035, -1.649, -0.187)
H (-0.450, 3.687, -0.289)
H (1.727, -0.751, -2.005)
H (-0.315, 0.703, 1.104)

Number 1: energy -5693.2283 eV. Number 2: energy -6158.6756 eV. Number 3: energy -597315.7702 eV. Number 4: energy -16108.5717 eV. Number 5: energy -49084.6675 eV. Number 6: energy -169531.7455 eV. Number 7: energy -23222.8966 eV. Number 8: energy -81466.0577 eV.